1.
{
  "formula": "C4H6N2O",
  "method": "wB97M-V/def2-TZVPD",
  "symbols": ["O", "N", "N", "C", "C", "C", "C", "H", "H", "H", "H", "H", "H"],
  "xyz": [[-1.338, -3.179, 0.777], [1.398, 0.541, 0.881], [-1.178, -2.035, 1.631], [-0.676, -0.141, 0.018], [-0.842, -1.088, 0.911], [0.544, 1.730, -1.136], [0.541, 0.687, -0.051], [-0.629, -3.798, 0.993], [-0.372, 2.326, -1.045], [-1.539, 0.064, -0.611], [2.144, 1.230, 0.802], [1.408, 2.393, -1.038], [0.538, 1.270, -2.131]],
  "forces_ev_per_angstrom": [[0.260, -0.445, -0.202], [-0.050, 0.217, -0.306], [-0.008, 0.611, -0.460], [-0.179, -0.131, 0.239], [-0.418, -0.425, -0.107], [0.055, 0.067, 0.032], [0.097, 0.013, 0.352], [0.032, 0.029, 0.339], [0.144, -0.028, -0.081], [0.055, 0.256, 0.236], [0.091, -0.103, -0.136], [-0.110, -0.119, -0.082], [0.031, 0.060, 0.177]],
  "lowdin_charge": [-0.0687, 0.1364, 0.0392, -0.0405, -0.0748, -0.0473, -0.4493, 0.0867, 0.0846, 0.1197, 0.0509, 0.0765, 0.0865],
  "smiles": "[H]/N=C(\\C)C=C=NO",
  "energy_ev": -9269.2454,
  "charge": 0,
  "spin_multiplicity": 1,
  "orbital_gap_ev": 9.67,
  "lumo_energy_ha": 0.008,
  "e_above_lowest_kcal_mol": 98.2
}

2.
{
  "formula": "C4H6N2O",
  "method": "wB97M-V/def2-TZVPD",
  "symbols": ["O", "N", "N", "C", "C", "C", "C", "H", "H", "H", "H", "H", "H"],
  "xyz": [[-0.032, -0.564, -1.610], [0.831, -1.121, -0.665], [-1.598, 1.094, -1.870], [0.627, -0.437, 0.432], [1.385, -0.779, 1.678], [-0.720, 0.429, -1.046], [-0.354, 0.577, 0.260], [-2.388, 1.502, -1.391], [1.354, -1.858, 1.857], [-0.719, 1.289, 0.985], [0.951, -0.268, 2.542], [2.436, -0.486, 1.593], [-1.867, 0.563, -2.687]],
  "forces_ev_per_angstrom": [[-0.209, 0.175, -0.190], [0.064, 0.106, 0.436], [-0.073, -0.065, 0.023], [0.089, -0.186, -0.091], [0.042, -0.012, 0.077], [0.044, -0.058, 0.122], [-0.044, 0.013, -0.101], [0.100, -0.015, -0.069], [0.004, 0.161, -0.034], [0.050, -0.103, -0.115], [0.075, -0.086, -0.138], [-0.175, -0.006, -0.007], [0.034, 0.076, 0.088]],
  "lowdin_charge": [0.0029, 0.0973, 0.1420, -0.3713, -0.0316, -0.4051, 0.0155, 0.1015, 0.0805, 0.1074, 0.0757, 0.0817, 0.1036],
  "smiles": "Cc1cc(N)on1",
  "energy_ev": -9271.8664,
  "charge": 0,
  "spin_multiplicity": 1,
  "orbital_gap_ev": 9.47,
  "lumo_energy_ha": 0.033,
  "e_above_lowest_kcal_mol": 37.7
}

3.
{
  "formula": "C4H6N2O",
  "method": "wB97M-V/def2-TZVPD",
  "symbols": ["O", "N", "N", "C", "C", "C", "C", "H", "H", "H", "H", "H", "H"],
  "xyz": [[2.812, -0.776, 0.201], [1.318, 0.489, -1.052], [0.515, -1.271, 0.184], [1.708, -0.581, -0.229], [0.172, 0.970, -0.291], [-1.804, -0.571, 0.588], [-0.388, -0.364, 0.169], [2.070, 1.156, -1.171], [-2.447, -0.666, -0.297], [-1.888, -1.485, 1.179], [-0.511, 1.633, -0.822], [0.566, 1.457, 0.619], [-2.170, 0.283, 1.167]],
  "forces_ev_per_angstrom": [[-0.190, -0.399, -0.496], [0.261, 0.112, 0.239], [-0.145, 0.280, 0.062], [0.472, -0.099, 0.185], [-0.237, 0.083, 0.013], [0.028, -0.045, 0.056], [0.045, -0.060, 0.088], [0.011, -0.034, 0.070], [0.142, 0.053, 0.097], [-0.005, 0.122, -0.088], [0.041, -0.178, -0.036], [-0.497, 0.290, -0.113], [0.074, -0.124, -0.076]],
  "lowdin_charge": [0.1007, 0.0619, 0.1946, -0.5374, -0.1300, -0.0207, -0.3224, 0.1316, 0.0915, 0.0842, 0.1223, 0.1389, 0.0848],
  "smiles": "CC1=NC(=O)NC1",
  "energy_ev": -9272.8358,
  "charge": 0,
  "spin_multiplicity": 1,
  "orbital_gap_ev": 10.61,
  "lumo_energy_ha": 0.024,
  "e_above_lowest_kcal_mol": 15.4
}

4.
{
  "formula": "C4H6N2O",
  "method": "wB97M-V/def2-TZVPD",
  "symbols": ["O", "N", "N", "C", "C", "C", "C", "H", "H", "H", "H", "H", "H"],
  "xyz": [[-0.905, -0.231, -0.580], [-1.167, -2.152, 1.801], [0.841, 1.993, 0.076], [-0.323, -0.065, 0.610], [0.458, 1.027, 0.925], [-0.101, -1.213, -1.453], [-0.757, -1.048, 1.491], [0.001, 2.116, -0.653], [0.768, 1.099, 1.907], [1.022, 2.877, 0.656], [-0.283, -2.220, -1.020], [-0.585, -1.119, -2.486], [1.033, -1.065, -1.275]],
  "forces_ev_per_angstrom": [[1.167, -0.802, -3.337], [1.989, 5.811, -0.942], [-2.185, 2.961, -1.519], [1.360, 2.810, 0.886], [-2.005, -3.189, -0.608], [-0.622, 0.380, 1.073], [-2.022, -7.406, 2.323], [2.737, 0.045, 1.768], [0.769, 0.061, 1.952], [-0.376, -1.508, -1.725], [-0.214, 0.523, -0.434], [1.289, -0.061, 1.483], [-1.886, 0.374, -0.919]],
  "lowdin_charge": [-0.1343, 0.1420, 0.0510, -0.4329, -0.1632, 0.0012, -0.1575, 0.1670, 0.1002, 0.1294, 0.0740, 0.1070, 0.1162],
  "smiles": "CO/C(C#N)=C\\N",
  "energy_ev": -9270.2145,
  "charge": 0,
  "spin_multiplicity": 1,
  "orbital_gap_ev": 9.02,
  "lumo_energy_ha": 0.020,
  "e_above_lowest_kcal_mol": 75.8
}

5.
{
  "formula": "C4H6N2O",
  "method": "wB97M-V/def2-TZVPD",
  "symbols": ["O", "N", "N", "C", "C", "C", "C", "H", "H", "H", "H", "H", "H"],
  "xyz": [[-1.481, -0.636, -0.044], [1.648, 0.778, -0.135], [0.299, 0.769, -0.271], [-0.115, -0.452, -0.118], [-2.312, 0.543, 0.201], [2.170, -0.521, 0.025], [1.092, -1.383, 0.027], [-3.340, 0.197, 0.381], [3.252, -0.611, 0.243], [1.096, -2.481, 0.046], [2.017, 1.449, -0.800], [-2.345, 1.247, -0.642], [-1.982, 1.101, 1.086]],
  "forces_ev_per_angstrom": [[0.592, -0.382, 0.103], [0.432, -0.651, -0.351], [-0.091, -0.126, 0.160], [0.696, 0.102, 0.262], [0.199, -0.109, -0.024], [-1.071, 0.837, -0.288], [-1.396, 0.930, -0.040], [0.543, -0.290, -0.126], [-1.006, -0.315, -0.520], [-0.057, 0.798, 0.342], [0.648, -0.121, 0.619], [0.323, -0.400, 0.066], [0.189, -0.273, -0.202]],
  "lowdin_charge": [-0.0991, -0.0578, 0.0504, -0.3272, -0.0744, -0.1058, 0.0140, 0.0858, 0.1165, 0.0934, 0.1391, 0.0810, 0.0840],
  "smiles": "COc1cc[nH]n1",
  "energy_ev": -9271.2260,
  "charge": 0,
  "spin_multiplicity": 1,
  "orbital_gap_ev": 9.90,
  "lumo_energy_ha": 0.041,
  "e_above_lowest_kcal_mol": 52.5
}

6.
{
  "formula": "C4H6N2O",
  "method": "wB97M-V/def2-TZVPD",
  "symbols": ["O", "N", "N", "C", "C", "C", "C", "H", "H", "H", "H", "H", "H"],
  "xyz": [[0.333, 0.668, -1.286], [-1.160, -0.636, 1.321], [0.792, 2.150, 0.464], [0.819, 0.997, -0.032], [-0.319, -0.604, -1.108], [-0.277, -0.718, 0.419], [1.115, -0.305, 0.770], [1.246, -0.103, 1.835], [0.273, -1.389, -1.599], [1.895, -0.986, 0.391], [0.416, 2.833, -0.196], [-1.320, -0.573, -1.541], [-2.095, -0.462, 0.979]],
  "forces_ev_per_angstrom": [[0.093, -0.018, 0.344], [0.103, 0.152, -0.251], [0.503, -0.215, -0.276], [1.058, 0.318, 0.392], [-0.312, -0.263, 0.159], [-0.544, -0.574, 0.492], [0.017, 0.564, -0.237], [-0.112, 0.038, -0.330], [-0.203, 0.104, 0.187], [-0.195, 0.627, -0.224], [-0.020, -0.136, 0.013], [0.039, 0.092, 0.096], [-0.425, -0.690, -0.366]],
  "lowdin_charge": [-0.0287, 0.1724, 0.1793, -0.4416, -0.0971, -0.3785, -0.0365, 0.1229, 0.1274, 0.1260, 0.0707, 0.1248, 0.0590],
  "smiles": "[H]/N=C1\\CO/C(=N\\[H])C1",
  "energy_ev": -9271.2910,
  "charge": 0,
  "spin_multiplicity": 1,
  "orbital_gap_ev": 10.77,
  "lumo_energy_ha": 0.030,
  "e_above_lowest_kcal_mol": 51.0
}

7.
{
  "formula": "C4H6N2O",
  "method": "wB97M-V/def2-TZVPD",
  "symbols": ["O", "N", "N", "C", "C", "C", "C", "H", "H", "H", "H", "H", "H"],
  "xyz": [[1.695, -1.728, 1.342], [-0.211, -0.885, 0.203], [0.466, 1.230, -0.274], [1.100, -0.714, 0.677], [1.496, 0.544, 0.374], [-1.925, 0.659, -0.724], [-0.518, 0.398, -0.310], [-0.227, -1.279, -0.751], [-1.954, 1.323, -1.586], [-2.479, -0.263, -0.933], [2.450, 1.019, 0.555], [2.593, -1.443, 1.563], [-2.421, 1.154, 0.118]],
  "forces_ev_per_angstrom": [[0.140, 0.011, -0.201], [0.097, 0.272, -0.396], [-0.390, 0.055, 0.265], [0.181, 0.386, -0.442], [0.256, -0.117, 0.112], [-0.014, 0.169, -0.095], [-0.092, 0.703, 0.151], [0.020, -1.431, 0.634], [-0.084, 0.003, 0.029], [0.226, 0.173, -0.002], [-0.101, -0.040, 0.126], [-0.173, -0.152, -0.012], [-0.067, -0.033, -0.169]],
  "lowdin_charge": [0.0760, 0.1257, 0.1028, -0.3818, -0.0900, -0.0236, -0.4366, 0.1671, 0.0778, 0.0790, 0.1022, 0.1165, 0.0849],
  "smiles": "Cc1ncc(O)[nH]1",
  "energy_ev": -9272.0022,
  "charge": 0,
  "spin_multiplicity": 1,
  "orbital_gap_ev": 9.03,
  "lumo_energy_ha": 0.026,
  "e_above_lowest_kcal_mol": 34.6
}

8.
{
  "formula": "C4H6N2O",
  "method": "wB97M-V/def2-TZVPD",
  "symbols": ["O", "N", "N", "C", "C", "C", "C", "H", "H", "H", "H", "H", "H"],
  "xyz": [[-0.876, -0.424, 0.640], [3.585, 0.314, -0.856], [-2.274, 0.495, -0.934], [2.662, 0.118, -0.189], [0.226, -0.262, -0.251], [1.466, -0.108, 0.629], [-2.076, 0.015, 0.218], [0.339, -1.143, -0.896], [1.608, -1.005, 1.243], [-2.807, -0.107, 1.024], [1.332, 0.745, 1.305], [-3.248, 0.752, -1.049], [0.062, 0.610, -0.885]],
  "forces_ev_per_angstrom": [[-0.013, 0.002, 0.048], [-0.832, -0.210, 0.612], [0.051, -0.272, 0.393], [0.690, 0.173, -0.503], [0.193, 0.004, -0.164], [-0.027, 0.038, 0.076], [-0.089, 0.107, -0.272], [-0.210, 0.147, 0.105], [-0.002, 0.172, -0.108], [0.092, -0.012, -0.184], [0.056, -0.139, -0.099], [0.002, 0.060, 0.029], [0.089, -0.070, 0.068]],
  "lowdin_charge": [-0.0718, 0.1437, 0.1115, -0.2229, -0.1993, -0.1489, -0.3086, 0.1380, 0.1274, 0.1342, 0.1286, 0.0519, 0.1162],
  "smiles": "[H]/N=C/OCCC#N",
  "energy_ev": -9272.1623,
  "charge": 0,
  "spin_multiplicity": 1,
  "orbital_gap_ev": 11.41,
  "lumo_energy_ha": 0.026,
  "e_above_lowest_kcal_mol": 30.9
}

9.
{
  "formula": "C4H6N2O",
  "method": "wB97M-V/def2-TZVPD",
  "symbols": ["O", "N", "N", "C", "C", "C", "C", "H", "H", "H", "H", "H", "H"],
  "xyz": [[-0.761, -0.296, 1.394], [-0.966, 3.072, 0.911], [1.190, -1.057, 0.132], [0.160, -1.629, -0.750], [0.141, 1.158, -0.361], [0.164, -0.161, 0.370], [-0.420, 2.190, 0.418], [1.547, -1.730, 0.772], [-1.485, 0.281, 1.380], [1.228, 1.304, -0.795], [-0.527, 0.932, -1.351], [-0.596, -2.416, -0.344], [0.325, -1.648, -1.778]],
  "forces_ev_per_angstrom": [[2.991, -2.066, 0.505], [0.060, -0.171, 0.312], [0.089, -0.933, -0.710], [-1.685, 1.203, 3.987], [1.469, -2.207, -4.085], [-2.483, -2.814, -2.260], [-0.494, 1.872, -0.011], [0.210, 0.187, 1.191], [-1.432, 1.557, -0.468], [-2.161, 0.260, 1.093], [1.411, 1.150, 2.433], [1.604, 1.586, -0.457], [0.422, 0.376, -1.528]],
  "lowdin_charge": [0.0572, 0.1713, -0.0154, -0.0560, -0.1288, -0.4387, -0.2601, 0.1029, 0.0683, 0.1710, 0.1824, 0.1092, 0.0365],
  "smiles": "N#CC[C@@]1(O)CN1",
  "energy_ev": -9269.2798,
  "charge": 0,
  "spin_multiplicity": 1,
  "orbital_gap_ev": 9.16,
  "lumo_energy_ha": 0.024,
  "e_above_lowest_kcal_mol": 97.4
}

10.
{
  "formula": "C4H6N2O",
  "method": "wB97M-V/def2-TZVPD",
  "symbols": ["O", "N", "N", "C", "C", "C", "C", "H", "H", "H", "H", "H", "H"],
  "xyz": [[2.643, -0.128, 0.158], [0.421, 1.051, -1.406], [0.648, -1.002, 1.059], [-0.851, -0.261, 0.707], [0.321, 0.829, -0.096], [1.352, -0.139, 0.465], [-1.778, -0.924, -0.033], [-1.548, -1.258, -1.039], [2.788, 0.546, -0.528], [-0.357, 0.648, -1.934], [-2.735, -1.202, 0.387], [-1.167, 0.154, 1.660], [0.262, 1.687, 0.598]],
  "forces_ev_per_angstrom": [[0.281, -0.010, 0.354], [0.205, -0.115, -1.618], [-0.628, 0.068, 0.122], [4.134, 1.859, 0.796], [-1.568, -1.147, 2.975], [-0.989, -0.005, -1.048], [-0.952, -0.964, -1.148], [-0.055, -0.086, 0.007], [-0.116, -0.121, 0.169], [-0.157, 0.410, 0.043], [0.000, 0.073, -0.112], [-0.112, -0.051, -0.071], [-0.044, 0.090, -0.467]],
  "lowdin_charge": [0.1085, 0.1509, 0.1820, -0.2335, -0.3238, -0.4695, 0.0279, 0.0604, 0.1188, 0.0562, 0.0590, 0.1075, 0.1556],
  "energy_ev": -9267.2526,
  "charge": 0,
  "spin_multiplicity": 1,
  "orbital_gap_ev": [8.43, 6.89],
  "lumo_energy_ha": [-0.029, -0.044],
  "e_above_lowest_kcal_mol": 144.1
}

11.
{
  "formula": "C4H6N2O",
  "method": "wB97M-V/def2-TZVPD",
  "symbols": ["O", "N", "N", "C", "C", "C", "C", "H", "H", "H", "H", "H", "H"],
  "xyz": [[-1.349, -3.144, 0.323], [-0.038, 0.637, 0.646], [-1.411, -1.084, 1.464], [0.402, 0.051, -0.476], [-0.910, 0.168, 1.542], [1.160, 0.845, -1.484], [-1.301, -2.048, 0.731], [-1.317, 0.823, 2.288], [2.241, 0.688, -1.397], [0.881, 0.545, -2.498], [0.491, -1.020, -0.503], [0.973, 1.915, -1.386], [0.178, 1.625, 0.749]],
  "forces_ev_per_angstrom": [[0.387, 0.062, -0.628], [-0.804, -0.212, -0.387], [0.322, -0.142, -0.555], [0.380, 0.090, 0.108], [0.403, 0.666, 0.415], [0.304, -0.109, 0.108], [-0.738, -0.384, 0.914], [0.175, 0.121, 0.024], [0.059, 0.074, -0.082], [-0.036, 0.093, 0.056], [-0.289, -0.154, 0.097], [-0.058, 0.040, -0.045], [-0.105, -0.145, -0.024]],
  "lowdin_charge": [0.1469, -0.0029, 0.1353, -0.1891, -0.2130, -0.1101, -0.3220, 0.1025, 0.0673, 0.0706, 0.0884, 0.0674, 0.1586],
  "energy_ev": -9270.7018,
  "charge": 0,
  "spin_multiplicity": 1,
  "orbital_gap_ev": [7.33, 7.33],
  "lumo_energy_ha": [0.028, 0.028],
  "e_above_lowest_kcal_mol": 64.6
}

12.
{
  "formula": "C4H6N2O",
  "method": "wB97M-V/def2-TZVPD",
  "symbols": ["O", "N", "N", "C", "C", "C", "C", "H", "H", "H", "H", "H", "H"],
  "xyz": [[2.066, 0.217, -1.458], [1.221, -0.337, 0.622], [-0.104, -0.157, 0.473], [2.134, -0.132, -0.310], [-0.785, -0.093, -0.599], [-1.215, -0.307, -1.818], [-0.783, 0.388, 1.664], [-1.626, -1.208, -2.207], [-1.269, 0.585, -2.441], [-0.059, 0.497, 2.347], [3.182, -0.371, 0.053], [-1.310, 1.314, 1.556], [-1.452, -0.398, 2.118]],
  "forces_ev_per_angstrom": [[-1.036, 0.880, -1.862], [0.225, -0.841, 2.554], [-1.425, 2.179, -1.519], [1.839, -0.828, 0.008], [0.912, -1.490, -1.311], [0.087, 1.659, 1.057], [-2.519, -2.457, -0.245], [-0.152, -0.695, 0.075], [0.068, -0.232, -0.125], [2.834, 0.615, 2.447], [-1.007, 0.136, 0.436], [-0.205, 0.309, -0.732], [0.379, 0.766, -0.785]],
  "lowdin_charge": [-0.0164, 0.0375, -0.1591, -0.4697, -0.0241, 0.0999, 0.0136, 0.0662, 0.0824, 0.0382, 0.1192, 0.0931, 0.1194],
  "energy_ev": -9268.5919,
  "charge": 0,
  "spin_multiplicity": 1,
  "orbital_gap_ev": [8.96, 8.96],
  "lumo_energy_ha": [0.010, 0.010],
  "e_above_lowest_kcal_mol": 113.2
}